[1]
72
Properties=species:S:1:pos:R:3:forces:R:3 method="wB97M-V/def2-TZVPD" e_lumo_ev=-0.363 energy_ha=-1545.1608 de_lowest_kcal_mol=0.00
C 8.127706 0.050820 0.103897 0.65 -0.54 -0.09
C 7.086945 1.067919 0.085472 -0.65 1.62 -0.15
C 7.105608 2.427156 -0.124504 0.34 -0.86 0.08
C 5.752456 2.863326 -0.090466 -1.07 -1.38 0.14
C 4.980037 1.725531 0.119232 0.81 2.57 0.85
B 3.428572 1.342725 0.367155 7.14 2.52 -1.15
O 3.591756 0.575130 1.591002 -1.99 -1.00 0.11
C 2.406505 -0.149569 1.666044 0.08 0.70 -0.23
C 1.505786 0.289268 0.467968 0.76 -0.76 -0.71
C 0.244339 -0.497407 0.557899 0.65 3.19 1.68
C 2.202238 -0.110060 -0.884949 0.12 0.60 0.25
O 3.393368 0.604157 -0.926269 -2.53 -1.08 0.11
C 1.333149 1.884723 0.385988 -0.04 0.50 0.19
O 2.588817 2.514038 0.448778 -1.09 -1.57 0.09
O 5.801176 0.653605 0.250250 0.76 0.08 -0.31
H 9.095333 0.558768 0.094089 0.00 -0.22 0.00
H 8.063223 -0.586672 0.992743 0.05 0.07 -0.09
H 8.058996 -0.594771 -0.782013 0.11 0.00 0.15
H 7.985140 3.030868 -0.297551 0.02 -0.10 0.05
H 5.349037 3.857871 -0.190635 0.09 0.02 -0.03
H 2.611310 -1.235792 1.603152 -0.24 -0.08 -0.04
H 1.876866 0.046468 2.620318 -0.12 -0.08 -0.13
H 0.435898 -1.303129 -0.298946 0.30 -0.13 -1.06
H 0.338210 -1.764493 0.414955 -0.51 0.11 0.72
H 0.095699 -0.669294 1.633198 -0.07 -0.79 -0.32
H 2.408543 -1.197178 -0.923436 -0.23 -0.20 0.17
H 1.537847 0.145312 -1.742951 -0.01 -0.11 0.23
H 0.875306 2.194008 -0.580581 -0.06 -0.46 0.43
H 0.735149 2.274404 1.222429 0.13 -0.33 -0.47
C -3.647971 1.257244 -2.608131 -0.13 0.05 0.06
C -2.496403 0.406445 -3.143296 0.39 -0.63 0.14
C -2.896857 -0.202038 -4.492823 0.00 0.22 -0.24
C -1.249479 1.259494 -3.325887 0.33 0.25 -0.18
C -2.191233 -0.705555 -2.146012 0.21 0.29 0.91
N -2.609991 -1.982955 -2.411103 -0.26 -0.83 0.23
C -2.412188 -2.804969 -1.309707 -0.13 0.28 -0.10
C -1.885990 -1.997049 -0.289273 -0.03 -0.07 -0.57
C -1.694571 -2.543409 0.985745 0.09 -1.21 0.29
C -1.894846 -3.924308 1.166051 0.01 0.73 0.02
C -2.375572 -4.722590 0.113390 0.09 0.18 -0.12
C -2.664802 -4.158621 -1.131478 0.02 -0.17 0.26
C -1.655890 -0.684841 -0.852046 -0.67 -0.49 -0.86
C -0.899095 0.307279 0.005061 -4.33 -0.68 -0.46
C -1.888181 0.704822 1.189883 0.27 0.41 -0.14
C -3.157618 0.118275 1.338123 -0.08 -0.46 0.32
C -3.758143 0.043660 2.599836 0.11 0.33 -0.22
C -3.225473 0.735402 3.688195 -0.10 0.30 -0.15
C -3.888436 0.626361 5.036129 -0.01 -0.10 0.23
C -2.128469 1.569864 3.456614 -0.13 -0.09 -0.05
C -1.469095 1.553078 2.225308 -0.08 -0.40 0.25
H -3.386644 1.703906 -1.641271 -0.08 -0.04 -0.17
H -3.865612 2.058091 -3.327251 -0.01 -0.12 0.21
H -4.550314 0.647176 -2.476517 0.12 0.15 -0.01
H -2.102735 -0.829993 -4.915969 -0.13 0.10 0.10
H -3.825776 -0.779584 -4.429039 0.10 0.06 0.01
H -3.086652 0.611220 -5.202564 0.04 -0.15 0.09
H -0.378064 0.638582 -3.578474 -0.20 0.21 0.05
H -1.409743 1.978135 -4.139324 0.08 -0.08 0.17
H -1.020882 1.832285 -2.419973 0.00 -0.07 -0.23
H -3.037306 -2.300406 -3.271555 0.22 0.26 0.26
H -1.437793 -1.920807 1.841146 -0.09 -0.30 -0.20
H -1.689351 -4.357935 2.152416 -0.21 0.12 -0.49
H -2.521865 -5.785743 0.296425 -0.05 0.24 -0.18
H -3.078016 -4.731222 -1.953332 0.03 -0.18 0.13
H -0.641706 1.170007 -0.606764 0.49 -0.34 0.46
H -3.690149 -0.351931 0.506454 0.53 -0.04 0.25
H -4.644662 -0.579275 2.764175 0.20 0.36 -0.29
H -3.410050 1.271921 5.780649 -0.08 -0.12 -0.17
H -4.959734 0.876021 5.004223 0.34 -0.01 -0.11
H -3.818087 -0.409339 5.390882 -0.01 0.17 0.04
H -1.764719 2.214469 4.259014 -0.06 -0.16 -0.25
H -0.604876 2.191130 2.089789 -0.22 -0.24 0.23

[2]
69
Properties=species:S:1:pos:R:3:forces:R:3 method="wB97M-V/def2-TZVPD" smiles="CCCCCC/C=C/c1ccc([C@H]2[C@H]3C=CC[C@@H](C)[C@@H]3C(=O)N2Cc2ccccc2)c(F)c1" e_lumo_ev=0.611 energy_ha=-1394.6436 de_lowest_kcal_mol=0.84
C 0.025387 4.416320 4.666728 0.16 0.14 0.14
C 1.198491 4.559018 5.629485 -0.06 -0.25 0.04
C 2.148696 3.361443 5.597884 0.05 0.34 -0.18
C 2.914294 3.234138 4.282904 -0.05 -0.30 0.34
C 3.906743 2.073441 4.314953 0.03 0.23 -0.32
C 4.626924 1.894115 2.979353 -0.02 -0.09 0.28
C 3.775673 1.462530 1.826525 -0.12 -0.10 0.03
C 2.574272 0.892672 1.894072 0.47 0.20 0.18
C 1.764516 0.463920 0.763656 -0.38 -0.22 -0.49
C 0.657199 -0.355659 0.990885 0.17 0.05 0.06
C -0.153270 -0.777178 -0.042220 0.16 0.02 -0.18
C 0.092650 -0.387446 -1.352940 0.28 0.12 -0.11
C -0.790577 -0.780374 -2.510958 0.16 0.00 -0.18
C -0.477242 -2.174598 -3.084367 -0.08 -0.04 0.17
C 0.921798 -2.688789 -3.148938 -0.09 0.21 -0.07
C 1.126169 -3.994637 -3.069059 0.16 -0.18 0.01
C 0.050998 -5.023881 -2.860086 -0.15 0.09 -0.07
C -1.390642 -4.477384 -2.815782 -0.08 -0.03 0.35
C -2.306793 -5.412581 -2.034609 -0.04 0.14 -0.25
C -1.318119 -3.088976 -2.194743 -0.08 -0.06 -0.47
C -2.565603 -2.245795 -1.966776 0.22 -0.32 -0.11
O -3.682195 -2.603212 -1.663094 -0.40 -0.17 0.15
N -2.181675 -0.955630 -2.134120 0.08 0.41 -0.19
C -3.058490 0.177353 -1.931740 -0.13 -0.06 0.07
C -2.634403 0.975427 -0.726176 -0.15 0.17 -0.02
C -1.782890 2.064033 -0.857662 -0.17 -0.03 0.01
C -1.319010 2.730781 0.262189 0.09 0.08 0.01
C -1.707194 2.318680 1.524951 0.02 0.05 0.07
C -2.568822 1.243754 1.663445 -0.04 -0.05 0.08
C -3.028255 0.574266 0.543893 -0.06 0.06 -0.08
C 1.200384 0.424236 -1.564621 -0.06 -0.18 0.28
F 1.474770 0.841265 -2.826029 -0.06 -0.05 0.01
C 2.027577 0.850739 -0.549723 -0.05 -0.02 -0.02
H -0.661054 5.252594 4.779795 -0.11 0.04 -0.06
H 0.368316 4.397710 3.635200 -0.04 -0.03 -0.15
H -0.519810 3.496394 4.869463 -0.10 -0.11 -0.02
H 1.755701 5.467649 5.390404 0.03 0.06 0.07
H 0.809215 4.668520 6.644571 0.03 0.09 0.01
H 2.867654 3.461927 6.415195 0.01 -0.09 0.05
H 1.577481 2.446527 5.773951 0.00 -0.09 0.07
H 3.456493 4.163506 4.091433 0.01 0.07 -0.07
H 2.215540 3.082112 3.460045 0.00 0.09 -0.06
H 4.653777 2.263813 5.089427 -0.02 -0.07 0.05
H 3.390366 1.150819 4.585388 -0.01 -0.06 0.09
H 5.425619 1.152695 3.098643 0.08 0.09 -0.05
H 5.114782 2.835985 2.710450 0.07 -0.02 0.01
H 4.239050 1.619915 0.861216 -0.04 -0.03 -0.20
H 2.125645 0.695396 2.857597 -0.02 0.04 0.20
H 0.427925 -0.664649 1.999978 -0.02 0.00 0.13
H -1.013197 -1.390747 0.176784 -0.10 -0.03 0.01
H -0.716057 -0.006210 -3.284172 -0.03 -0.12 0.08
H -0.901460 -2.196979 -4.098681 -0.08 0.03 0.13
H 1.728987 -1.988672 -3.300046 0.23 0.03 -0.04
H 2.129087 -4.394723 -3.133767 0.17 0.07 -0.02
H 0.131873 -5.782540 -3.643371 -0.01 -0.08 0.06
H 0.266498 -5.531769 -1.913067 -0.03 -0.09 -0.01
H -1.774068 -4.384288 -3.837563 0.03 0.06 0.01
H -3.307324 -4.992375 -1.985417 -0.09 -0.05 0.05
H -2.355261 -6.387930 -2.513825 0.02 -0.15 0.00
H -1.940940 -5.542947 -1.017812 0.05 -0.03 0.13
H -0.828532 -3.188489 -1.217688 0.04 0.05 0.01
H -4.061534 -0.234865 -1.792805 0.09 0.10 -0.07
H -3.043565 0.804333 -2.831131 -0.04 -0.06 0.07
H -1.476627 2.389695 -1.841847 0.05 0.02 -0.14
H -0.650678 3.571661 0.148641 0.07 0.07 0.00
H -1.343988 2.838329 2.398821 0.04 0.06 0.09
H -2.881372 0.924579 2.647009 -0.03 -0.03 0.09
H -3.692172 -0.271833 0.648629 -0.08 -0.12 0.01
H 2.854240 1.498311 -0.792830 0.09 0.10 -0.05